Formula: C20H55N5O5
Source: OMol25
Level of theory: ωB97M-V with the def2-TZVPD basis set

## Properties
**E_LUMO (alpha / beta)**: 2.59 / 2.51 eV
**Expectation value of S²**: 0.750
**Gap between HOMO and LUMO (alpha / beta)**: 1.7 / 8.3 eV
**Highest occupied orbital energy (alpha / beta)**: 0.03358 / -0.21441 hartree
**Charge**: -1
**Energy above the lowest of the compared OMol25 structures with the same formula, charge and spin**: 20.2 kJ/mol
**Multiplicity**: 2

Last column: Löwdin spin population.
Geometry (Å):
C  -8.716  0.853  -9.254  0.02
C  -9.624  0.954  -8.137  0.01
C  -10.816  1.862  -8.419  0.01
O  -10.422  3.248  -8.510  0.00
C  -11.478  4.078  -8.791  0.02
N  -10.157  -0.331  -7.869  0.00
H  -9.101  0.329  -10.130  0.00
H  -7.780  0.487  -8.833  0.00
H  -8.410  1.796  -9.706  0.00
H  -9.093  1.262  -7.236  0.00
H  -11.414  1.745  -7.515  0.00
H  -11.327  1.541  -9.327  0.00
H  -12.086  4.038  -7.887  0.00
H  -12.037  3.904  -9.710  0.01
H  -10.952  5.032  -8.836  0.00
H  -10.566  -0.339  -6.945  0.01
H  -9.509  -1.091  -7.719  0.01
C  -12.628  -2.002  -10.596  0.03
C  -11.345  -1.980  -11.393  0.01
C  -11.076  -0.647  -12.087  0.01
O  -12.008  -0.447  -13.143  0.03
C  -11.430  0.437  -14.063  0.05
N  -10.393  -2.252  -10.388  0.00
H  -12.642  -1.126  -9.948  0.00
H  -12.660  -2.959  -10.075  0.01
H  -13.457  -1.827  -11.282  0.01
H  -11.302  -2.874  -12.015  0.01
H  -10.073  -0.842  -12.466  0.00
H  -11.094  0.201  -11.402  0.00
H  -11.958  0.447  -15.017  0.01
H  -10.424  0.201  -14.410  0.00
H  -11.461  1.457  -13.680  0.01
H  -10.530  -3.163  -9.972  0.00
H  -10.455  -1.488  -9.731  0.00
C  -8.575  -1.961  -15.926  0.04
C  -8.769  -2.439  -17.398  0.02
C  -8.002  -3.743  -17.777  0.03
O  -6.588  -3.519  -17.691  0.01
C  -5.891  -4.615  -18.135  0.02
N  -10.151  -2.534  -17.789  0.02
H  -9.269  -2.578  -15.356  0.02
H  -8.797  -0.896  -15.856  0.00
H  -7.550  -2.126  -15.597  0.01
H  -8.356  -1.638  -18.012  0.00
H  -8.177  -3.863  -18.846  0.00
H  -8.325  -4.585  -17.164  0.02
H  -4.821  -4.442  -18.021  0.00
H  -6.043  -4.894  -19.177  0.00
H  -6.049  -5.515  -17.540  0.00
H  -10.744  -1.946  -17.222  0.02
H  -10.488  -3.451  -17.534  0.03
C  -17.654  -0.757  -16.981  0.02
C  -18.615  -0.909  -15.788  0.00
C  -17.888  -1.292  -14.465  0.02
O  -17.198  -0.200  -13.992  0.01
C  -16.484  -0.329  -12.765  0.03
N  -19.320  0.277  -15.739  0.00
H  -16.842  -0.093  -16.685  0.01
H  -18.019  -0.257  -17.877  0.00
H  -17.220  -1.697  -17.323  0.01
H  -19.352  -1.707  -15.869  0.00
H  -17.344  -2.236  -14.451  0.01
H  -18.725  -1.559  -13.821  0.00
H  -16.855  -1.144  -12.143  0.01
H  -16.602  0.592  -12.195  0.01
H  -15.431  -0.555  -12.932  0.00
H  -19.859  0.148  -14.895  0.00
H  -18.602  0.985  -15.685  0.00
C  -9.462  -7.812  -8.690  0.02
C  -8.590  -7.093  -9.677  0.02
C  -8.783  -5.617  -9.674  0.02
O  -10.123  -5.152  -9.938  0.01
C  -10.734  -5.430  -11.214  0.11
N  -7.273  -7.538  -9.412  0.01
H  -9.278  -8.885  -8.746  0.00
H  -10.508  -7.546  -8.839  0.01
H  -9.222  -7.323  -7.745  0.00
H  -8.922  -7.487  -10.638  0.01
H  -7.978  -5.131  -10.224  0.01
H  -8.505  -5.278  -8.676  0.01
H  -11.763  -5.081  -11.297  0.03
H  -10.840  -6.509  -11.321  0.02
H  -10.146  -5.217  -12.106  0.04
H  -6.896  -6.953  -8.679  0.00
H  -7.345  -8.496  -9.100  0.00

***

Formula: C20H55N5O5
Source: OMol25
Level of theory: ωB97M-V with the def2-TZVPD basis set

## Properties
**E_LUMO**: 0.40 eV
**Gap between HOMO and LUMO**: 9.7 eV
**SMILES**: COC[C@H](C)N.COC[C@H](C)N.COC[C@H](C)N.COC[C@H](C)N.COC[C@H](C)N
**Highest occupied orbital energy**: -0.34128 hartree
**Energy above the lowest of the compared OMol25 structures with the same formula, charge and spin**: 359.2 kJ/mol

Last column: Löwdin charge in e.
Geometry (Å):
C  -4.033  -4.934  -0.025  -0.07
C  -2.851  -5.301  0.951  -0.43
C  -2.172  -3.943  1.318  -0.22
O  -1.211  -4.126  2.314  -0.20
C  -0.047  -4.891  1.960  -0.09
N  -3.517  -5.848  2.103  0.03
H  -4.728  -4.307  0.533  0.07
H  -4.620  -5.801  -0.326  0.08
H  -3.572  -4.348  -0.821  0.07
H  -2.373  -6.076  0.351  0.14
H  -2.886  -3.331  1.869  0.13
H  -1.896  -3.408  0.410  0.11
H  0.476  -4.502  1.086  0.08
H  -0.218  -5.936  1.701  0.08
H  0.586  -4.926  2.846  0.09
H  -2.682  -6.030  2.641  0.06
H  -3.912  -5.086  2.635  0.07
C  -0.550  1.141  -5.431  -0.04
C  -1.621  0.172  -6.107  -0.39
C  -1.530  0.246  -7.734  -0.11
O  -2.294  1.440  -8.216  -0.22
C  -3.693  1.318  -8.024  -0.14
N  -1.323  -1.191  -5.753  0.01
H  -0.755  1.278  -4.370  0.06
H  -0.588  2.117  -5.914  0.07
H  0.477  0.806  -5.578  0.07
H  -2.666  0.321  -5.836  0.11
H  -2.072  -0.602  -8.154  0.11
H  -0.469  0.251  -7.982  0.11
H  -4.097  0.522  -8.649  0.09
H  -3.927  2.303  -8.427  0.09
H  -4.147  1.366  -7.035  0.08
H  -1.152  -1.133  -4.760  0.05
H  -0.423  -1.402  -6.160  0.07
C  0.284  2.351  5.498  -0.05
C  -0.013  1.288  4.402  -0.40
C  -1.189  0.374  4.824  -0.17
O  -0.913  -0.367  6.006  -0.19
C  0.233  -1.190  5.990  -0.12
N  -0.274  2.084  3.174  0.03
H  1.062  3.095  5.331  0.07
H  0.524  1.814  6.416  0.07
H  -0.672  2.817  5.737  0.08
H  0.867  0.688  4.172  0.12
H  -1.358  -0.416  4.093  0.11
H  -2.095  0.941  5.038  0.13
H  0.452  -1.760  6.893  0.09
H  1.114  -0.553  5.920  0.07
H  0.402  -1.835  5.127  0.09
H  0.584  2.499  2.840  0.04
H  -0.753  2.889  3.552  0.07
C  3.320  3.923  3.557  -0.05
C  4.016  4.369  2.245  -0.44
C  3.980  3.424  1.012  -0.18
O  4.328  4.064  -0.235  -0.20
C  4.237  3.238  -1.385  -0.11
N  3.399  5.589  1.858  0.03
H  3.472  4.666  4.340  0.08
H  3.769  3.054  4.037  0.07
H  2.287  3.745  3.259  0.05
H  5.077  4.572  2.395  0.14
H  3.018  2.953  0.809  0.10
H  4.649  2.578  1.165  0.12
H  3.252  2.822  -1.595  0.07
H  4.924  2.392  -1.375  0.08
H  4.515  3.669  -2.347  0.08
H  3.684  5.525  0.891  0.05
H  2.407  5.471  1.710  0.07
C  -0.805  -0.418  0.557  -0.04
C  0.566  -0.225  -0.121  -0.42
C  0.502  0.250  -1.553  -0.22
O  0.089  -0.752  -2.438  -0.20
C  1.065  -1.733  -2.690  -0.11
N  1.176  0.815  0.676  0.04
H  -1.466  -1.129  0.062  0.07
H  -1.234  0.582  0.492  0.08
H  -0.608  -0.581  1.617  0.07
H  1.064  -1.194  -0.081  0.13
H  1.494  0.590  -1.849  0.11
H  -0.138  1.102  -1.782  0.13
H  1.538  -2.091  -1.776  0.07
H  1.880  -1.292  -3.263  0.09
H  0.736  -2.621  -3.230  0.09
H  1.600  0.415  1.501  0.07
H  0.432  1.347  1.105  0.02

***

How do the records compare in electronic energy? In the order shown, they have -39313.4137; -39313.8777 eV.